(1)
{"formula": "H6O3", "method": "the ωB97M-V functional and the def2-TZVPD basis", "elements": ["O", "H", "H", "O", "H", "H", "O", "H", "H"], "xyz": [[2.179863, -0.988239, 1.478027], [3.047821, -0.681513, 1.215743], [1.590769, -0.271417, 1.242699], [-2.082313, -0.560957, -1.197792], [-2.946490, -0.972551, -1.197546], [-2.008971, -0.157337, -2.062631], [0.461106, 1.211953, 0.128970], [-0.072843, 1.828894, 0.629476], [-0.168943, 0.591167, -0.236947]], "forces_ev_per_a": [[-0.311, -1.450, 0.442], [1.602, 0.246, -0.351], [-1.523, 1.700, -0.232], [0.586, 0.261, 0.266], [-0.286, -0.171, 0.141], [-0.042, 0.076, -0.367], [1.097, -0.634, 0.230], [-0.311, 0.528, 0.441], [-0.812, -0.558, -0.570]], "e_homo_ev": [-15.60, -15.40], "e_lumo_ev": [-4.1481, -12.2234], "gap_ev": [11.45, 3.18], "multiplicity": 2, "total_charge": 1}

(2)
{"formula": "C3H3F", "method": "the ωB97M-V functional and the def2-TZVPD basis", "elements": ["C", "C", "C", "F", "H", "H", "H"], "xyz": [[-2.257634, 1.443490, -1.067571], [-2.276141, 1.648545, -2.261903], [0.253171, -0.118515, 0.105429], [-2.683254, 2.086825, -3.420735], [0.386664, 0.799188, 0.633698], [0.614532, -0.193587, -0.900483], [-0.291598, -0.929505, 0.540400]], "forces_ev_per_a": [[0.783, -0.900, 2.681], [-0.743, 1.018, -3.428], [-0.768, 0.451, -0.570], [0.541, -0.504, 1.033], [0.123, 0.271, 0.314], [0.174, -0.103, -0.209], [-0.110, -0.233, 0.179]], "e_homo_ev": [-10.78, -9.39], "e_lumo_ev": [-0.5446, -2.8870], "gap_ev": [10.23, 6.50], "multiplicity": 1, "total_charge": 0}

(3)
{"formula": "C39H50F6N6O8S5TeW", "method": "the ωB97M-V functional and the def2-TZVPD basis", "elements": ["W", "C", "C", "C", "C", "C", "C", "C", "C", "C", "C", "C", "C", "H", "H", "H", "H", "H", "H", "H", "H", "H", "H", "H", "H", "H", "H", "H", "H", "H", "H", "C", "C", "N", "C", "C", "S", "C", "C", "S", "C", "N", "C", "H", "H", "H", "H", "H", "H", "H", "H", "C", "C", "C", "C", "C", "C", "Te", "C", "C", "C", "H", "H", "H", "H", "H", "H", "H", "H", "H", "H", "H", "F", "C", "F", "F", "S", "O", "O", "N", "S", "O", "O", "C", "F", "F", "F", "C", "C", "S", "O", "O", "C", "C", "N", "C", "N", "C", "C", "N", "O", "O", "C", "H", "H", "H", "H", "H", "H", "H", "H", "H", "H", "H", "H", "H"], "xyz": [[0.312954, -0.064533, 0.508629], [-2.407546, -3.832733, 1.248929], [-2.146346, -2.352333, 1.258929], [-2.359946, -1.606033, 0.101329], [-3.136446, -2.182833, -1.043671], [-1.995146, -0.212633, 0.063329], [-2.524646, 0.589767, -1.118471], [-1.812146, 0.492767, 1.324829], [-2.460546, 1.864467, 1.423529], [-1.715246, -0.290133, 2.523129], [-1.670346, 0.404467, 3.850129], [-1.825346, -1.687633, 2.479229], [-1.943646, -2.414033, 3.781529], [-3.462246, -4.028333, 1.440429], [-1.834846, -4.354933, 2.008729], [-2.153246, -4.280533, 0.290929], [-2.652746, -2.070433, -2.009871], [-4.101046, -1.675333, -1.094771], [-3.329246, -3.240633, -0.916071], [-2.379646, 0.044967, -2.049271], [-2.048446, 1.567367, -1.201071], [-3.599946, 0.751767, -1.001871], [-3.536346, 1.735867, 1.276029], [-2.093246, 2.567267, 0.678929], [-2.330946, 2.315267, 2.401429], [-1.122846, -0.168433, 4.595529], [-2.685446, 0.538267, 4.229229], [-1.195046, 1.385867, 3.795229], [-1.118246, -2.192133, 4.453829], [-2.016546, -3.489133, 3.682629], [-2.848446, -2.071233, 4.284729], [1.122054, -3.386533, 2.229029], [2.133754, -2.777233, 1.343629], [1.955454, -1.714133, 0.588129], [3.089054, -1.414733, -0.132971], [4.137154, -2.260533, 0.088529], [3.701354, -3.471133, 1.216729], [3.041654, -0.227533, -0.957771], [4.002054, 0.244267, -1.800671], [3.513254, 1.722267, -2.516771], [2.030154, 1.643067, -1.637271], [1.918954, 0.574567, -0.859971], [0.976154, 2.664967, -1.789171], [0.208754, -2.794433, 2.237529], [1.508054, -3.413633, 3.250729], [0.902354, -4.411233, 1.927829], [5.123454, -2.219333, -0.326471], [4.957354, -0.187633, -2.015771], [0.871654, 2.974067, -2.826471], [1.225754, 3.562167, -1.212171], [0.034654, 2.274767, -1.385171], [1.893654, 8.212567, -0.701071], [1.629954, 6.865667, -0.118771], [0.429054, 6.545567, 0.490629], [0.173554, 5.293467, 1.039329], [-1.132646, 5.116767, 1.748429], [1.136854, 4.283567, 0.935729], [0.877154, 2.295167, 1.864229], [2.392754, 4.624967, 0.397029], [3.551654, 3.674067, 0.431629], [2.617554, 5.888467, -0.123871], [0.981254, 8.790967, -0.797371], [2.359854, 8.120367, -1.678571], [2.580454, 8.762467, -0.060171], [-0.337446, 7.300567, 0.563129], [-1.422646, 6.057667, 2.208029], [-1.043546, 4.364867, 2.531529], [-1.917546, 4.838767, 1.047629], [3.223054, 2.644567, 0.285729], [4.032054, 3.743067, 1.408329], [4.285554, 3.941067, -0.324971], [3.590554, 6.126767, -0.528371], [3.697354, 1.843567, 3.314829], [3.450054, 0.582067, 3.010129], [3.357054, 0.522567, 1.649429], [4.478654, -0.172033, 3.338529], [1.857554, -0.089633, 3.776229], [1.002654, -0.348533, 2.592329], [1.367054, 0.921367, 4.630829], [2.391554, -1.420533, 4.329229], [1.692954, -1.864433, 5.722329], [0.317854, -1.475633, 5.638129], [1.996254, -3.217633, 6.001829], [2.521254, -0.698033, 6.949029], [1.609354, 0.095567, 7.476829], [3.413254, 0.052267, 6.290829], [3.152654, -1.343833, 7.908529], [-5.223146, -2.998833, -4.998571], [-3.995346, -2.189033, -5.350571], [-2.551546, -3.268133, -5.080371], [-2.663546, -4.492333, -5.792071], [-2.314446, -3.335533, -3.650571], [-1.090046, -2.319233, -5.734771], [0.174254, -2.640033, -4.941471], [0.119654, -2.305033, -3.523871], [0.161054, -1.081733, -2.959371], [0.077654, -1.154533, -1.618571], [-0.049046, -2.487733, -1.334171], [-0.039646, -3.203133, -2.499471], [-0.227446, -4.620633, -2.591971], [-0.713746, -5.118733, -1.606771], [0.156754, -5.187533, -3.581571], [0.283354, 0.160967, -3.758571], [-6.126646, -2.400733, -5.088871], [-5.142546, -3.359333, -3.976371], [-5.300546, -3.855333, -5.662571], [-3.860146, -1.335733, -4.690571], [-3.997546, -1.873133, -6.389071], [-1.362946, -1.267733, -5.718171], [-0.955546, -2.656033, -6.758771], [1.036754, -2.128733, -5.383671], [0.339054, -3.720533, -5.002671], [-0.159846, -2.902933, -0.348671], [0.121854, -0.047633, -4.810171], [1.280054, 0.587567, -3.660071], [-0.443546, 0.896867, -3.422471]], "forces_ev_per_a": [[1.790, -1.451, 0.264], [0.103, -0.001, -0.026], [-0.005, 0.205, -0.249], [0.108, 0.118, 0.181], [0.302, -0.013, 0.054], [-1.057, 0.469, 0.664], [0.406, -0.073, 0.054], [-1.240, -0.330, -0.189], [0.304, 0.131, -0.005], [-0.069, 0.170, -0.291], [0.315, 0.010, 0.090], [-0.374, 0.265, -0.128], [0.260, -0.137, 0.027], [-0.099, -0.098, 0.047], [0.005, 0.001, 0.015], [-0.006, 0.011, -0.028], [-0.008, 0.089, 0.048], [-0.090, 0.088, -0.013], [-0.027, -0.035, -0.030], [0.044, 0.063, -0.007], [-0.079, -0.058, -0.031], [0.047, 0.028, 0.049], [-0.003, -0.067, -0.068], [-0.038, -0.033, 0.058], [0.138, -0.005, -0.058], [-0.085, 0.032, -0.083], [-0.113, 0.053, -0.027], [-0.091, -0.104, -0.064], [-0.049, -0.020, -0.052], [-0.037, -0.031, -0.049], [-0.095, 0.050, 0.053], [-0.181, -0.118, 0.351], [0.136, -0.311, 0.094], [-0.167, 0.473, -0.105], [0.701, -0.625, -0.052], [-0.557, 0.216, -0.063], [-0.524, 0.607, -0.249], [0.738, 0.122, -0.366], [-0.515, 0.024, 0.231], [-0.645, -0.356, 0.581], [0.112, -0.155, -0.004], [0.214, 0.720, -0.168], [-0.161, 0.250, 0.145], [0.137, -0.107, -0.046], [-0.066, -0.091, -0.087], [-0.029, -0.013, -0.078], [0.220, 0.040, -0.119], [0.225, -0.147, -0.050], [-0.126, -0.083, -0.092], [-0.055, -0.187, -0.158], [0.093, 0.151, -0.227], [0.020, 0.070, 0.023], [-0.109, -0.250, 0.110], [0.174, 0.052, -0.099], [-0.156, -0.332, 0.081], [0.021, -0.049, 0.081], [0.145, -0.174, 0.164], [-0.568, 2.073, -0.814], [0.181, -0.283, 0.143], [-0.037, -0.016, 0.005], [-0.190, -0.097, 0.051], [-0.081, 0.089, -0.028], [0.037, 0.053, -0.103], [0.059, 0.105, 0.025], [-0.162, 0.139, 0.030], [-0.087, 0.029, 0.055], [-0.199, 0.009, -0.035], [-0.156, -0.107, 0.032], [0.233, 0.032, 0.099], [0.084, -0.146, 0.017], [0.099, -0.062, -0.030], [0.144, -0.022, -0.061], [-0.116, -0.277, 0.499], [0.415, -0.037, -0.940], [0.260, -0.175, 0.452], [0.035, 0.074, 0.274], [1.720, 0.185, -0.583], [-0.886, -0.325, -1.086], [-0.386, 0.573, 0.594], [-0.087, -0.086, 0.201], [-0.355, -0.062, -0.388], [-0.393, 0.149, 0.744], [0.611, -0.247, 0.213], [0.318, 0.349, 0.292], [-0.133, -0.078, -0.006], [0.038, -0.097, 0.135], [-0.147, -0.321, -0.144], [-0.071, -0.209, 0.060], [0.559, -0.500, 0.056], [0.738, 1.229, -0.005], [-0.207, -0.400, -0.550], [-0.560, 0.011, -0.118], [-0.862, -0.407, 0.417], [-0.060, -0.272, -0.680], [0.064, -0.047, 0.603], [0.095, 0.319, 0.208], [-0.189, -0.411, 0.271], [-0.015, -0.945, -0.892], [0.247, 1.061, 1.106], [0.316, 0.386, 0.235], [-0.204, -0.464, 0.289], [0.025, -0.474, -0.359], [0.063, -0.061, -0.011], [0.029, 0.073, -0.031], [-0.130, -0.075, 0.108], [-0.106, -0.068, -0.008], [0.118, 0.121, 0.013], [0.119, 0.038, -0.164], [-0.026, 0.124, -0.039], [-0.003, 0.080, -0.124], [-0.188, -0.116, 0.047], [0.187, 0.398, 0.035], [0.001, 0.053, -0.049], [-0.046, 0.089, -0.059], [-0.017, -0.043, -0.073], [-0.034, 0.037, -0.033]], "e_homo_ev": [-12.71, -12.73], "e_lumo_ev": [-7.0770, -7.2099], "gap_ev": [5.63, 5.52], "multiplicity": 3, "total_charge": 2}